{"formula": "C49H48BrF4N2P3Si2W", "method": "ωB97M-V/def2-TZVPD", "species": ["W", "C", "Si", "C", "C", "N", "P", "C", "P", "N", "Si", "C", "C", "C", "C", "C", "C", "C", "C", "C", "C", "C", "C", "C", "C", "C", "C", "C", "C", "C", "C", "C", "C", "C", "C", "C", "C", "C", "H", "H", "H", "H", "H", "H", "H", "H", "H", "H", "H", "H", "H", "H", "H", "H", "H", "H", "H", "H", "H", "H", "H", "H", "H", "H", "H", "H", "H", "H", "H", "H", "H", "H", "H", "H", "H", "H", "F", "C", "C", "F", "C", "F", "C", "P", "C", "C", "C", "C", "C", "C", "C", "C", "C", "C", "C", "C", "C", "Br", "C", "F", "H", "H", "H", "H", "H", "H", "H", "H", "H", "H"], "positions_angstrom": [[-0.663, 0.508, -0.034], [-2.675, 1.326, 3.386], [-0.884, 0.932, 3.595], [0.030, 2.237, 4.524], [-0.543, -0.761, 4.258], [-0.136, 0.859, 1.779], [1.547, 0.600, 1.593], [1.211, 0.109, -0.080], [1.533, 0.780, -1.692], [-0.150, 1.106, -1.789], [-1.152, 1.647, -3.386], [-0.920, 3.472, -3.486], [-0.410, 0.672, -4.780], [-2.922, 1.145, -3.134], [2.476, 2.267, -1.771], [3.846, 2.188, -2.065], [4.584, 3.352, -2.173], [3.971, 4.586, -1.985], [2.621, 4.666, -1.660], [1.870, 3.509, -1.546], [2.198, -0.463, -2.748], [2.155, -1.803, -2.349], [2.711, -2.776, -3.161], [3.298, -2.417, -4.369], [3.336, -1.084, -4.774], [2.792, -0.103, -3.968], [2.259, -0.680, 2.555], [2.061, -2.017, 2.189], [2.605, -3.020, 2.970], [3.333, -2.693, 4.111], [3.529, -1.364, 4.476], [2.996, -0.350, 3.701], [2.443, 2.117, 1.720], [3.843, 2.067, 1.681], [4.565, 3.239, 1.816], [3.900, 4.449, 2.000], [2.511, 4.500, 2.020], [1.778, 3.336, 1.869], [-3.136, 1.234, 4.377], [-3.210, 0.639, 2.729], [-2.839, 2.354, 3.060], [-0.257, 2.084, 5.572], [-0.254, 3.257, 4.265], [1.116, 2.149, 4.485], [-1.253, -0.930, 5.075], [0.458, -0.820, 4.686], [-0.673, -1.568, 3.539], [0.116, 3.771, -3.638], [-1.330, 4.004, -2.624], [-1.486, 3.815, -4.361], [0.130, 1.330, -5.466], [-1.228, 0.218, -5.345], [0.260, -0.131, -4.487], [-3.535, 1.948, -2.722], [-3.071, 0.238, -2.545], [-3.317, 0.916, -4.129], [4.328, 1.233, -2.227], [5.637, 3.300, -2.419], [4.550, 5.495, -2.093], [2.154, 5.631, -1.511], [0.816, 3.575, -1.308], [1.700, -2.086, -1.406], [2.697, -3.813, -2.851], [3.737, -3.180, -5.000], [3.800, -0.815, -5.714], [2.831, 0.932, -4.282], [1.497, -2.267, 1.299], [2.479, -4.057, 2.689], [3.761, -3.482, 4.716], [4.105, -1.121, 5.358], [3.163, 0.683, 3.978], [4.365, 1.123, 1.572], [5.646, 3.210, 1.801], [4.473, 5.358, 2.132], [2.005, 5.446, 2.166], [0.697, 3.375, 1.893], [-7.788, 0.845, -0.164], [-6.584, 0.348, -0.124], [-6.372, -1.019, -0.138], [-7.378, -1.852, -0.192], [-5.070, -1.507, -0.095], [-4.919, -2.824, -0.114], [-3.944, -0.691, -0.038], [-2.298, -1.509, -0.045], [-2.067, -2.583, -1.460], [-1.351, -2.172, -2.585], [-1.191, -3.035, -3.656], [-1.741, -4.308, -3.614], [-2.436, -4.731, -2.487], [-2.596, -3.880, -1.408], [-2.195, -2.476, 1.459], [-3.117, -2.319, 2.496], [-3.051, -3.149, 3.603], [-2.063, -4.124, 3.684], [-1.138, -4.275, 2.655], [-1.203, -3.458, 1.539], [-4.207, 0.685, -0.026], [-2.860, 2.052, 0.062], [-5.482, 1.200, -0.065], [-5.677, 2.507, -0.047], [-0.914, -1.183, -2.639], [-0.634, -2.713, -4.527], [-1.624, -4.979, -4.456], [-2.852, -5.729, -2.447], [-3.116, -4.235, -0.529], [-3.904, -1.577, 2.436], [-3.781, -3.048, 4.395], [-2.025, -4.782, 4.542], [-0.389, -5.053, 2.711], [-0.515, -3.612, 0.715]], "forces_ev_per_a": [[-0.992, 0.024, 0.280], [-0.029, 0.037, 0.067], [0.062, -0.055, -0.257], [-0.031, 0.004, 0.045], [-0.045, 0.026, 0.091], [0.098, 0.123, 0.375], [0.259, 0.048, -0.253], [0.464, -0.154, 0.005], [0.221, -0.181, -0.075], [-0.048, 0.156, -0.246], [0.215, -0.062, 0.146], [-0.111, 0.021, -0.082], [0.018, 0.072, -0.027], [-0.075, 0.017, 0.024], [-0.035, -0.027, -0.021], [-0.018, 0.023, 0.003], [0.021, 0.039, 0.020], [0.021, -0.009, 0.003], [-0.027, -0.004, 0.011], [0.032, -0.017, -0.019], [-0.071, 0.059, -0.006], [-0.017, -0.030, 0.010], [0.012, -0.005, -0.011], [-0.012, 0.024, 0.011], [0.013, -0.045, -0.008], [-0.007, 0.005, -0.020], [-0.015, -0.001, 0.032], [0.042, 0.006, 0.036], [-0.001, 0.019, -0.012], [0.003, 0.033, 0.019], [0.009, -0.069, 0.016], [-0.013, -0.004, -0.025], [-0.061, -0.064, 0.053], [0.010, -0.019, 0.042], [0.016, 0.039, -0.007], [0.007, -0.010, -0.020], [0.010, 0.009, -0.002], [0.001, -0.003, 0.014], [0.036, 0.008, -0.031], [-0.018, -0.016, -0.016], [-0.032, -0.020, 0.002], [0.012, 0.028, -0.029], [0.010, -0.005, -0.047], [0.009, -0.014, -0.015], [0.024, 0.000, -0.028], [-0.005, -0.032, -0.017], [0.025, 0.011, -0.018], [-0.012, -0.017, -0.010], [0.030, 0.003, 0.011], [0.019, -0.008, 0.030], [0.023, -0.039, 0.049], [-0.004, 0.036, -0.021], [0.005, -0.049, 0.010], [0.005, -0.042, -0.040], [0.011, -0.033, -0.017], [0.001, 0.055, 0.014], [0.000, -0.002, 0.013], [-0.009, 0.002, 0.004], [-0.003, -0.007, -0.001], [0.013, -0.014, -0.005], [0.004, -0.006, 0.006], [0.006, 0.013, -0.014], [0.000, 0.010, -0.009], [-0.002, 0.008, 0.006], [-0.004, -0.006, 0.008], [-0.009, -0.006, -0.007], [-0.019, 0.007, -0.023], [0.005, 0.008, 0.006], [0.001, 0.008, -0.004], [-0.004, -0.012, -0.005], [-0.016, 0.008, 0.011], [-0.002, 0.011, -0.010], [-0.009, 0.003, 0.001], [-0.010, -0.010, 0.003], [0.010, -0.016, -0.004], [-0.049, 0.003, 0.020], [0.084, -0.051, 0.004], [-0.156, 0.047, -0.008], [-0.109, -0.096, -0.001], [0.058, 0.056, 0.004], [0.048, -0.178, -0.059], [-0.011, 0.081, 0.063], [0.109, -0.031, -0.119], [0.146, 0.346, -0.074], [-0.027, -0.141, 0.110], [-0.022, 0.036, -0.059], [0.037, 0.085, -0.052], [-0.042, -0.036, 0.019], [0.016, 0.002, -0.034], [0.023, -0.051, 0.064], [-0.082, -0.006, -0.010], [-0.033, 0.045, -0.026], [0.018, -0.073, 0.046], [-0.023, 0.026, -0.012], [-0.010, -0.003, -0.011], [0.062, 0.012, 0.026], [0.102, -0.015, 0.071], [-0.128, -0.116, 0.041], [-0.026, 0.215, 0.008], [-0.006, -0.059, -0.007], [0.008, 0.002, 0.032], [-0.013, -0.004, 0.002], [0.008, 0.012, 0.005], [-0.001, 0.008, 0.001], [0.006, 0.019, -0.036], [0.003, -0.024, -0.010], [0.010, -0.002, -0.013], [-0.006, 0.011, -0.007], [-0.009, 0.004, 0.003], [-0.002, -0.010, 0.007]], "lowdin_charge": [1.300, -0.182, 0.503, -0.145, -0.135, -0.390, 0.842, -0.447, 0.862, -0.403, 0.498, -0.156, -0.136, -0.183, -0.315, -0.064, -0.022, -0.005, -0.035, -0.099, -0.338, -0.078, -0.033, 0.000, -0.015, -0.088, -0.336, -0.078, -0.032, 0.003, -0.016, -0.069, -0.335, -0.067, -0.023, -0.008, -0.034, -0.097, 0.072, -0.003, 0.032, 0.073, 0.053, 0.034, 0.070, 0.043, 0.011, 0.038, 0.044, 0.072, 0.064, 0.059, 0.006, 0.028, 0.008, 0.068, 0.119, 0.132, 0.134, 0.130, 0.088, 0.091, 0.126, 0.134, 0.134, 0.123, 0.083, 0.123, 0.135, 0.134, 0.116, 0.125, 0.131, 0.133, 0.129, 0.095, 0.227, -0.099, -0.105, 0.214, -0.194, 0.139, -0.298, 1.035, -0.359, -0.117, -0.045, -0.009, -0.013, -0.066, -0.383, -0.086, -0.032, -0.012, -0.037, -0.104, -0.502, 0.980, -0.243, 0.127, 0.043, 0.118, 0.133, 0.133, 0.114, 0.108, 0.133, 0.133, 0.125, 0.111], "max_force_ev_per_a": 1.03, "total_charge": 4, "e_above_lowest_kj_mol": 0.0, "energy_ev": -180896.9263, "homo_energy_ev": -18.834, "orbital_gap_ev": 5.986}

***

{"formula": "C49H48IrN4P2S2Se", "method": "ωB97M-V/def2-TZVPD", "species": ["Ir", "C", "C", "P", "C", "C", "C", "C", "C", "C", "C", "C", "C", "C", "C", "C", "P", "C", "C", "C", "C", "C", "C", "C", "C", "C", "C", "C", "C", "H", "H", "H", "H", "H", "H", "H", "H", "H", "H", "H", "H", "H", "H", "H", "H", "H", "H", "H", "H", "H", "H", "H", "H", "S", "C", "C", "C", "C", "N", "C", "C", "C", "S", "C", "N", "H", "H", "C", "C", "C", "C", "N", "C", "Se", "N", "C", "C", "C", "C", "C", "C", "C", "C", "C", "C", "H", "H", "H", "H", "H", "H", "H", "H", "H", "H", "H", "H", "H", "H", "H", "H", "H", "H", "H", "H", "H", "H"], "positions_angstrom": [[-0.191, 0.329, -0.346], [-0.889, 2.217, 2.136], [0.244, 3.201, 1.782], [0.283, 3.725, 0.017], [1.551, 5.043, 0.040], [1.895, 5.575, -1.205], [2.825, 6.595, -1.311], [3.419, 7.113, -0.167], [3.080, 6.599, 1.074], [2.154, 5.567, 1.178], [1.208, 2.433, -0.913], [2.606, 2.253, -0.842], [3.264, 1.509, -1.789], [2.555, 0.901, -2.844], [1.197, 1.070, -2.951], [0.507, 1.849, -1.993], [-1.876, 1.560, 0.725], [-2.960, 2.876, 0.100], [-3.800, 3.529, 0.999], [-4.649, 4.531, 0.558], [-4.691, 4.862, -0.790], [-3.884, 4.189, -1.695], [-3.016, 3.205, -1.249], [-3.127, 0.530, 1.562], [-4.207, 0.093, 0.793], [-5.172, -0.734, 1.342], [-5.072, -1.131, 2.669], [-4.005, -0.698, 3.442], [-3.035, 0.129, 2.891], [-1.561, 2.650, 2.879], [-0.455, 1.313, 2.566], [1.203, 2.812, 2.130], [0.072, 4.140, 2.312], [1.426, 5.189, -2.104], [3.078, 6.994, -2.284], [4.141, 7.915, -0.244], [3.538, 6.997, 1.969], [1.922, 5.181, 2.161], [3.164, 2.750, -0.058], [4.340, 1.399, -1.737], [3.091, 0.325, -3.587], [0.653, 0.658, -3.792], [-0.483, 2.219, -2.231], [-3.802, 3.252, 2.047], [-5.288, 5.043, 1.264], [-5.359, 5.639, -1.135], [-3.925, 4.434, -2.748], [-2.379, 2.692, -1.957], [-4.291, 0.401, -0.243], [-6.004, -1.066, 0.735], [-5.829, -1.771, 3.102], [-3.925, -0.999, 4.478], [-2.208, 0.444, 3.513], [1.821, -0.548, 0.067], [1.894, -2.035, 1.037], [1.516, -2.349, 2.321], [1.878, -3.610, 2.794], [1.458, -4.001, 4.109], [1.121, -4.301, 5.165], [2.599, -4.505, 1.981], [3.016, -4.148, 0.702], [2.659, -2.889, 0.248], [2.967, -2.003, -1.222], [2.869, -5.837, 2.447], [3.094, -6.903, 2.809], [0.963, -1.665, 2.950], [3.580, -4.842, 0.094], [-2.568, -0.688, -3.476], [-2.248, -2.145, -3.795], [-0.764, -2.395, -4.047], [0.125, -2.244, -2.816], [-0.137, -3.266, -1.800], [-0.766, -3.131, -0.617], [-1.505, -1.610, 0.217], [-0.931, -4.358, -0.078], [-1.604, -4.723, 1.172], [-2.948, -5.425, 0.990], [-4.145, -4.535, 0.657], [-4.209, -4.064, -0.790], [-0.322, -5.299, -0.898], [-0.138, -6.667, -0.746], [0.585, -7.308, -1.735], [1.103, -6.610, -2.833], [0.917, -5.247, -2.980], [0.190, -4.606, -1.986], [-3.645, -0.533, -3.405], [-2.191, -0.029, -4.263], [-2.131, -0.370, -2.528], [-2.804, -2.446, -4.685], [-2.598, -2.796, -2.991], [-0.405, -1.676, -4.792], [-0.613, -3.386, -4.483], [-0.005, -1.273, -2.341], [1.181, -2.333, -3.077], [-1.717, -3.811, 1.758], [-0.925, -5.383, 1.707], [-3.138, -5.940, 1.935], [-2.852, -6.209, 0.232], [-4.159, -3.675, 1.334], [-5.050, -5.107, 0.875], [-3.428, -3.342, -1.023], [-5.162, -3.574, -0.995], [-4.114, -4.905, -1.480], [-0.526, -7.206, 0.108], [0.761, -8.372, -1.655], [1.666, -7.150, -3.582], [1.328, -4.712, -3.825]], "forces_ev_per_a": [[0.159, 0.543, 0.005], [-0.096, 0.128, -0.101], [0.014, -0.057, 0.014], [0.083, 0.254, -0.071], [0.042, -0.026, -0.050], [-0.013, 0.044, -0.001], [-0.005, -0.008, -0.001], [-0.002, -0.016, 0.010], [0.018, 0.011, 0.000], [0.010, -0.028, 0.011], [-0.508, -0.212, 0.134], [0.174, -0.023, -0.125], [0.002, 0.136, 0.152], [-0.144, -0.017, -0.046], [0.242, -0.002, -0.080], [-0.070, -0.057, 0.198], [0.395, -0.272, 0.150], [-0.019, 0.001, -0.079], [0.027, 0.074, 0.005], [-0.004, -0.020, 0.019], [0.006, -0.008, -0.021], [-0.009, 0.016, 0.005], [-0.028, -0.063, 0.010], [-0.028, 0.044, -0.010], [-0.037, -0.020, 0.016], [0.001, 0.029, -0.008], [-0.005, 0.002, 0.015], [-0.003, -0.007, -0.015], [0.032, -0.071, -0.024], [-0.018, 0.005, -0.029], [-0.049, 0.032, 0.069], [0.028, 0.035, -0.064], [-0.017, -0.037, 0.059], [-0.007, -0.006, -0.001], [0.008, 0.005, -0.008], [0.003, 0.011, 0.000], [0.006, 0.005, 0.007], [-0.013, -0.010, 0.004], [0.005, -0.029, 0.021], [0.005, -0.008, 0.002], [0.012, 0.002, -0.025], [-0.009, -0.001, -0.003], [0.010, -0.051, -0.003], [0.018, 0.004, 0.010], [-0.008, 0.007, 0.003], [-0.009, 0.005, -0.003], [0.004, 0.008, -0.010], [-0.028, -0.031, -0.010], [-0.004, 0.007, -0.004], [-0.010, -0.003, -0.002], [-0.001, -0.007, 0.004], [-0.008, -0.004, 0.015], [0.003, 0.015, -0.004], [0.104, -0.435, -0.383], [0.108, 0.022, -0.112], [-0.024, -0.008, -0.025], [-0.143, -0.045, -0.090], [0.083, -0.050, 0.045], [-0.069, 0.011, 0.002], [-0.133, -0.028, -0.052], [-0.060, 0.122, -0.073], [-0.150, -0.186, 0.209], [0.083, 0.379, 0.335], [0.124, 0.058, 0.100], [-0.044, -0.054, -0.033], [-0.052, -0.008, -0.020], [0.025, -0.019, 0.012], [-0.017, -0.022, -0.028], [0.012, 0.026, -0.028], [0.002, -0.012, 0.052], [-0.076, -0.028, -0.129], [0.102, 0.085, 0.058], [-0.079, -0.170, -0.056], [-0.081, -0.047, 0.031], [0.108, 0.030, -0.031], [0.007, 0.154, 0.068], [0.005, -0.008, -0.031], [-0.016, -0.009, 0.034], [-0.012, -0.007, -0.024], [0.004, 0.010, -0.028], [0.036, -0.013, -0.002], [-0.010, 0.013, 0.008], [-0.007, 0.019, -0.002], [0.030, -0.030, -0.017], [-0.022, -0.042, -0.002], [-0.006, 0.006, 0.015], [-0.012, 0.005, -0.020], [0.042, 0.016, 0.048], [0.013, -0.009, -0.004], [-0.026, 0.000, 0.048], [0.053, -0.016, -0.002], [-0.040, 0.002, 0.011], [-0.021, -0.056, 0.009], [-0.177, 0.033, -0.083], [0.013, -0.021, 0.025], [0.125, -0.013, 0.049], [-0.023, 0.013, 0.004], [0.014, -0.018, 0.010], [0.020, 0.010, -0.010], [0.008, -0.007, 0.009], [0.041, 0.028, -0.003], [-0.008, 0.004, -0.005], [-0.004, -0.006, -0.008], [-0.003, -0.006, -0.007], [0.001, -0.007, -0.002], [0.003, -0.006, -0.006], [-0.003, 0.008, -0.005]], "lowdin_charge": [0.348, -0.371, -0.386, 1.066, -0.388, -0.110, -0.075, -0.078, -0.076, -0.093, -0.468, -0.133, -0.102, -0.109, -0.095, -0.270, 0.837, -0.388, -0.079, -0.063, -0.066, -0.065, -0.113, -0.464, -0.137, -0.072, -0.076, -0.064, -0.097, 0.087, 0.064, 0.088, 0.076, 0.106, 0.107, 0.107, 0.107, 0.091, 0.123, 0.120, 0.114, 0.110, 0.069, 0.111, 0.110, 0.110, 0.109, 0.078, 0.113, 0.112, 0.111, 0.111, 0.099, 0.663, -0.582, -0.011, -0.173, -0.174, 0.193, -0.170, 0.000, -0.631, 0.774, -0.169, 0.197, 0.132, 0.135, -0.101, -0.235, -0.166, -0.192, 0.013, -0.538, 0.829, 0.004, -0.138, -0.171, -0.241, -0.101, -0.144, 0.011, -0.057, -0.060, 0.006, -0.146, 0.078, 0.078, 0.016, 0.115, 0.086, 0.119, 0.108, 0.040, 0.071, 0.088, 0.126, 0.122, 0.112, 0.092, 0.112, 0.010, 0.077, 0.083, 0.121, 0.114, 0.112, 0.119], "max_force_ev_per_a": 0.59, "total_charge": 1, "e_above_lowest_kj_mol": 0.0, "energy_ev": -165982.0781, "homo_energy_ev": -10.258, "orbital_gap_ev": 6.625}